A structure of composition C23H15ClIrN2O5STe in a non-equilibrium geometry. Source: OMol25; level of theory: ωB97M-V/def2-TZVPD.

Results
DFT total energy   -70800.6220 eV
Maximum force   1.37 eV Å⁻¹
⟨S²⟩   0.756
Multiplicity   2
Kohn-Sham gap (alpha / beta)   6.56 / 6.10 eV
Total charge   0

```
49
Properties=species:S:1:pos:R:3:forces:R:3
Ir -0.793 -0.727 0.090 -0.926 -0.819 -0.585
Cl -6.120 4.157 -0.841 0.042 -0.073 -0.002
C -4.927 2.889 -0.924 -0.066 0.054 -0.051
C -4.753 2.181 -2.126 -0.042 0.031 0.008
C -3.804 1.205 -2.217 0.035 0.058 0.022
C -2.950 0.876 -1.127 0.047 -0.083 0.026
O -2.049 -0.025 -1.352 0.060 0.167 -0.077
C -3.184 1.559 0.108 0.083 -0.049 0.118
C -2.501 1.319 1.344 -0.106 0.186 -0.175
N -1.588 0.432 1.548 0.287 -0.153 0.264
C -0.899 0.290 2.790 -0.070 -0.075 -0.372
C -1.149 0.971 3.947 0.022 0.059 0.275
C -0.369 0.729 5.102 -0.096 0.051 -0.121
C 0.637 -0.191 5.096 0.055 -0.075 -0.065
C 0.914 -0.923 3.916 0.084 -0.015 0.178
C 1.924 -1.916 3.825 -0.030 0.081 0.066
C 2.117 -2.581 2.654 -0.075 0.020 -0.149
C 1.314 -2.261 1.536 0.204 -0.054 0.096
N 0.380 -1.345 1.599 -0.128 -0.071 0.196
C 0.152 -0.667 2.773 -0.076 -0.074 -0.191
C -4.171 2.577 0.161 0.001 -0.037 0.022
H -5.380 2.417 -2.976 0.007 0.004 0.001
H -3.662 0.653 -3.136 0.038 0.013 0.005
H -2.793 1.965 2.169 -0.023 -0.039 -0.001
H -1.944 1.700 4.008 0.011 0.001 -0.015
H -0.583 1.290 6.002 -0.015 0.000 -0.003
H 1.229 -0.375 5.983 -0.003 -0.006 -0.003
H 2.531 -2.133 4.695 -0.011 0.000 0.002
H 2.874 -3.346 2.556 0.001 0.007 -0.019
H 1.432 -2.743 0.572 -0.006 0.005 0.006
H -4.326 3.109 1.092 0.008 0.002 -0.007
O 0.141 -1.912 -1.259 -0.134 -0.139 -0.200
O -0.791 -2.757 -1.937 0.282 0.113 -0.072
Te -2.429 -2.962 -0.939 0.160 0.303 0.708
O 4.441 -0.626 -5.685 -0.047 -0.004 0.009
C 4.614 -0.995 -4.395 -0.026 -0.008 -0.032
O 5.571 -1.647 -4.088 0.004 -0.002 0.024
C 3.578 -0.534 -3.416 0.004 -0.001 -0.044
C 2.318 -0.071 -3.793 0.000 -0.026 0.003
C 1.419 0.369 -2.838 -0.041 -0.018 -0.021
C 1.764 0.349 -1.491 -0.032 0.066 0.084
S 0.646 0.990 -0.272 0.403 0.557 0.025
C 3.009 -0.143 -1.113 0.036 -0.039 0.021
C 3.911 -0.582 -2.069 -0.001 0.007 0.040
H 3.669 -0.054 -5.768 0.046 0.001 0.005
H 1.997 -0.084 -4.829 0.007 0.020 0.001
H 0.432 0.708 -3.123 0.007 0.006 0.003
H 3.265 -0.177 -0.062 0.021 0.044 -0.007
H 4.884 -0.962 -1.791 -0.002 0.002 0.004
```
Positions in Å, forces in eV/Å.